Here is C42H41NO3P2STi as an isolated structure from the OMol25 dataset. Energies are from ωB97M-V/def2-TZVPD.

Results
**2S+1**: 3
**Orbital gap (spin up / spin down)**: 5.353 / 7.120 eV
**Highest occupied orbital energy (spin up / spin down)**: -6.115 / -7.737 eV
**E_tot**: -3835.68352 Eh

Each line ends with the Löwdin spin population.
Positions of all 91 atoms, in Å:
Ti 1.66607 -0.76256 -1.66053  1.760
C -3.19464 0.30543 0.33174  0.000
C -3.47872 0.14504 -0.97198  0.000
C -3.17083 1.09664 -2.11754  0.001
C -1.66588 1.36541 -2.33375  0.012
C -0.95473 2.22316 -1.34896  0.006
C -1.45456 2.92388 -0.34320  0.001
C -2.81154 2.83621 0.29766  0.000
C -2.98192 1.55023 1.13998  0.000
C 3.58758 -0.85842 -1.51698  0.009
H -3.10084 -0.58656 0.95443  0.000
H -3.93402 -0.80695 -1.26136  0.000
H -3.71064 2.06606 -2.10538  0.000
H -3.55594 0.58802 -3.01423  0.000
H -1.08902 0.43377 -2.41356  0.020
H -1.59944 1.81776 -3.33020  0.000
H 0.14176 2.24127 -1.48212  0.008
H -0.82211 3.71270 0.09098  0.000
H -3.63999 2.88975 -0.41084  0.000
H -2.90668 3.69551 0.97850  0.000
H -2.08596 1.43577 1.77693  0.000
H -3.84633 1.67112 1.81324  0.000
H 4.02302 -0.81402 -0.51739  0.004
H 3.97847 -0.02512 -2.11962  0.006
H 3.89350 -1.78290 -2.02758  0.002
P 0.04757 -2.02309 -8.13610  0.000
P 1.88798 0.39722 -8.55543  0.000
C -0.67656 -0.46941 -8.75769  0.000
C 0.17124 0.54033 -9.08680  0.000
C -0.58290 -3.15214 -9.49096  0.000
C -1.65968 -2.84519 -10.33631  0.000
C -2.04205 -3.73544 -11.34766  0.000
C -1.34684 -4.93026 -11.54253  0.000
C -0.25710 -5.22902 -10.71586  0.000
C 0.13371 -4.34646 -9.70827  0.000
C -1.11592 -2.30558 -6.75154  0.000
C -0.91834 -1.47620 -5.63242  0.006
C -1.72795 -1.62365 -4.51352  0.007
C -2.76365 -2.56530 -4.51964  0.000
C -2.95445 -3.39591 -5.63078  0.000
C -2.11381 -3.28635 -6.74282  0.001
C 2.60520 0.93762 -10.24901  0.000
C 2.40960 0.07806 -11.34786  0.000
C 2.82412 0.46191 -12.62516  0.000
C 3.44473 1.69774 -12.82686  0.000
C 3.66522 2.54021 -11.73620  0.000
C 3.26090 2.15934 -10.45036  0.000
C 2.03103 1.95616 -7.60878  0.000
C 3.23287 2.13881 -6.89560  0.000
C 3.46313 3.33403 -6.22040  0.000
C 2.49328 4.34622 -6.23986  0.000
C 1.28062 4.14626 -6.90775  0.000
C 1.03934 2.94253 -7.57433  0.000
H -1.76716 -0.40577 -8.87180  0.000
H -0.12109 1.40748 -9.69270  0.000
H -2.20835 -1.91046 -10.22399  0.000
H -2.88955 -3.48791 -11.98698  0.000
H -1.64744 -5.62148 -12.33319  0.000
H 0.29159 -6.15773 -10.86181  0.000
H 0.99770 -4.57723 -9.08063  0.000
H -0.13850 -0.71269 -5.65745  0.005
H -1.54790 -1.00642 -3.63211  0.006
H -3.41565 -2.65051 -3.64971  0.000
H -3.75882 -4.13196 -5.63451  0.000
H -2.24485 -3.93870 -7.60589  0.000
H 1.91331 -0.88528 -11.20832  0.000
H 2.66399 -0.20620 -13.46814  0.000
H 3.76059 1.99817 -13.82556  0.000
H 4.15628 3.49993 -11.87844  0.000
H 3.44418 2.83486 -9.61240  0.000
H 3.97735 1.34089 -6.88539  0.000
H 4.40071 3.47544 -5.67998  0.000
H 2.68366 5.28863 -5.72814  0.000
H 0.51607 4.92438 -6.90713  0.000
H 0.08333 2.78205 -8.07051  0.000
O 0.71503 2.19239 1.56776  0.002
S 1.65121 1.08350 1.61552  0.005
O 3.04200 1.31725 1.90616  0.001
N 1.46260 -0.04843 0.21938  0.004
C 1.08706 -1.29608 0.64906  0.064
O 1.06412 -2.14247 -0.37220  0.024
C 0.78116 -1.39548 2.03550  0.005
C 0.24430 -2.46708 2.78546  0.014
C -0.16128 -2.23045 4.09707  -0.002
C 0.00166 -0.98031 4.71146  0.016
C 0.61803 0.05509 4.00040  -0.002
C 0.99838 -0.17676 2.68118  0.013
H 0.12481 -3.43597 2.29994  0.001
H -0.67912 -3.01283 4.65162  0.000
H -0.36086 -0.80545 5.72428  0.001
H 0.76995 1.03611 4.44120  0.000

=====

Here is C42H42Br46FO6P as an isolated structure from the OMol25 dataset. Energies are from ωB97M-V/def2-TZVPD.

Results
**2S+1**: 1
**Orbital gap**: 7.751 eV
**Highest occupied orbital energy**: -8.928 eV
**E_tot**: -120922.67981 Eh

Each line ends with the Löwdin charge.
Positions of all 138 atoms, in Å:
C 6.14390 3.53422 2.75080  -0.124
C 5.49892 3.65714 1.38925  -0.426
C 5.12265 2.48260 0.71759  -0.206
C 4.49516 2.54421 -0.49163  -0.077
C 4.20249 3.74553 -1.13296  -0.207
C 3.45925 3.77262 -2.47734  -0.044
C 2.11320 3.08398 -2.22600  -0.120
C 1.96260 1.77932 -2.19030  0.059
C 0.60048 1.19672 -1.88172  -0.276
O 0.18863 0.18061 -2.43430  0.093
C -0.21593 1.99965 -0.87193  -0.127
C -1.01702 1.39454 0.07697  -0.181
C -1.10148 -0.11402 0.17455  -0.081
C -0.03103 -0.51152 1.26091  -0.140
C 1.36798 -0.87341 0.72487  -0.148
C 1.65957 -2.37511 0.56020  -0.180
O 0.67210 -3.06916 -0.20093  -0.002
C 0.86288 -2.91093 -1.52592  -0.429
O 1.75352 -2.25752 -2.05740  -0.025
C -1.69663 2.25204 0.97757  -0.145
C -2.52813 1.55498 2.05894  -0.141
C -3.87190 0.94904 1.57913  -0.914
O -4.46542 1.40824 0.63633  -0.066
Br -4.53207 -0.64243 2.54147  0.708
C -1.57556 3.65064 0.89716  -0.175
C -2.30694 4.60750 1.84806  -0.111
C -3.65970 5.10828 1.27150  -0.227
F -4.21161 4.19197 0.40550  -0.126
C -0.73874 4.24831 -0.07991  -0.232
P -0.62119 6.07371 -0.11772  0.777
O 0.29690 6.53327 0.95612  -0.432
C -0.06391 3.39319 -0.92566  -0.150
C 0.90190 3.95443 -1.96450  -0.242
O 0.71377 5.00220 -2.57347  0.072
C 4.59273 4.89448 -0.48689  -0.027
C 5.22555 4.83994 0.75049  -0.066
H 7.19906 3.24821 2.71397  0.043
H 5.65564 2.74452 3.33408  -0.006
H 6.01395 4.45059 3.33700  0.053
H 5.30523 1.50706 1.15491  0.077
H 4.21343 1.59641 -0.93577  0.106
H 4.02433 3.29704 -3.27562  0.130
H 3.22251 4.82340 -2.65827  0.112
H 2.78106 1.08831 -2.36049  0.132
H -0.92229 -0.59932 -0.78085  0.105
H -2.06559 -0.46807 0.54799  0.096
H -0.40723 -1.29370 1.92991  0.122
H 0.11856 0.37461 1.88998  0.109
H 1.62532 -0.39450 -0.22347  0.093
H 2.10457 -0.51537 1.45727  0.119
H 1.70326 -2.80029 1.56850  0.128
H 2.66326 -2.50736 0.14603  0.126
H 0.10581 -3.40668 -2.18480  0.035
H -1.91387 0.71046 2.40049  0.093
H -2.64736 2.18035 2.93981  0.090
H -2.57088 4.10332 2.78257  0.091
H -1.66612 5.44362 2.14344  0.104
H -4.39378 5.26096 2.06707  0.083
H -3.56861 6.04428 0.71830  0.087
H -0.19484 6.56751 -1.36358  0.028
H -1.90500 6.62777 0.10747  0.019
H 4.39739 5.87683 -0.90221  0.120
H 5.50009 5.75813 1.25941  0.122
C -3.31694 3.00893 -3.62766  -1.562
Br -4.60016 1.68748 -4.20720  0.578
Br -3.90786 4.80539 -4.03218  0.572
Br -2.87041 2.80809 -1.76424  0.938
H -2.41241 2.84010 -4.19516  -0.027
C 7.14271 -0.08715 4.41201  -1.560
Br 8.61781 1.02962 4.95787  0.585
Br 5.43482 0.65453 4.95293  0.605
Br 7.21440 -0.47269 2.52186  0.574
H 7.24997 -1.02978 4.92867  -0.029
C -6.29831 3.53249 4.36887  -1.541
Br -7.67358 4.75730 3.80367  0.565
Br -6.97501 2.20997 5.59960  0.566
Br -5.41009 2.72019 2.85726  0.838
H -5.55851 4.11195 4.90342  -0.023
C 9.04896 1.73569 -0.68857  -1.578
Br 10.82152 2.31527 -0.18029  0.552
Br 7.66434 2.87513 0.04363  0.878
Br 8.88146 1.52391 -2.60066  0.574
H 8.90593 0.75735 -0.24874  -0.069
C -6.47598 -3.97726 2.16378  -1.650
Br -5.29057 -4.34910 3.63794  0.557
Br -6.61279 -5.45483 0.93455  0.565
Br -8.19615 -3.38544 2.80594  0.551
H -6.04617 -3.14763 1.61906  -0.072
C -5.60323 -5.24587 -3.97479  -1.606
Br -5.39440 -3.85683 -2.65490  0.575
Br -4.14354 -6.50660 -3.93084  0.559
Br -7.30456 -6.14022 -3.82378  0.560
H -5.58031 -4.76597 -4.94277  -0.024
C 0.63241 -5.46861 -5.42351  -1.579
Br 0.94286 -4.09696 -4.10133  0.790
Br 2.04512 -6.78387 -5.40414  0.544
Br -1.10218 -6.29035 -5.24431  0.549
H 0.65627 -4.98986 -6.39205  -0.028
C 5.50163 -8.66880 -5.44770  -1.645
Br 5.28408 -7.79527 -7.15108  0.556
Br 3.89100 -9.57677 -4.89180  0.552
Br 7.02600 -9.84765 -5.44252  0.564
H 5.69759 -7.89816 -4.71918  -0.113
C 10.53428 -3.25554 1.38514  -1.621
Br 10.65058 -1.33771 1.53143  0.548
Br 9.60301 -4.03044 2.88756  0.564
Br 9.75924 -3.79647 -0.29535  0.557
H 11.54431 -3.63773 1.40667  -0.030
C 9.19775 -6.54317 -4.32513  -1.617
Br 10.52054 -5.29395 -3.68864  0.561
Br 7.41119 -5.94886 -3.90051  0.616
Br 9.41363 -6.90936 -6.20575  0.566
H 9.35899 -7.47287 -3.79848  -0.029
C -11.42389 -5.49603 -1.74987  -1.640
Br -11.35258 -4.10423 -3.08417  0.563
Br -13.20811 -5.74727 -1.06686  0.572
Br -10.67583 -7.13993 -2.41371  0.549
H -10.80681 -5.17729 -0.92141  -0.033
C -5.83519 -8.67507 -6.75933  -1.657
Br -6.06751 -7.81069 -8.46725  0.569
Br -7.41297 -9.64287 -6.22400  0.560
Br -4.27221 -9.80083 -6.73092  0.564
H -5.67775 -7.89468 -6.02760  -0.109
C -10.55953 0.85066 2.08103  -1.629
Br -12.24829 1.18417 2.95019  0.571
Br -9.98062 2.36417 1.03770  0.569
Br -9.20770 0.29626 3.33706  0.530
H -10.71121 0.03183 1.39413  -0.032
C 6.94017 3.17826 7.88533  -1.645
Br 6.63504 4.00790 6.17451  0.573
Br 8.77144 3.37479 8.45622  0.566
Br 5.70057 3.81148 9.21932  0.577
H 6.75857 2.11959 7.75955  -0.049
C -9.83360 7.17463 6.49539  -1.640
Br -10.81089 8.34672 7.67317  0.571
Br -8.17734 7.97452 5.90694  0.544
Br -9.55377 5.43745 7.28750  0.552
H -10.44415 7.02741 5.61644  -0.031